1.
{
  "formula": "C20H68N2O14",
  "method": "ωB97M-V with the def2-TZVPD basis set",
  "total_energy_ev": -53478.7866,
  "de_lowest_ev": 3.950,
  "orbital_gap_ev": 9.7,
  "lumo_ev": 0.184,
  "species": ["C", "O", "H", "H", "H", "H", "C", "O", "H", "H", "H", "H", "C", "O", "H", "H", "H", "H", "C", "O", "H", "H", "H", "H", "C", "O", "H", "H", "H", "H", "C", "O", "H", "H", "H", "H", "C", "O", "H", "H", "H", "H", "C", "O", "H", "H", "H", "H", "C", "O", "H", "H", "H", "H", "C", "O", "H", "H", "H", "H", "C", "C", "C", "O", "C", "N", "H", "H", "H", "H", "H", "H", "H", "H", "H", "H", "H", "C", "C", "C", "O", "C", "N", "H", "H", "H", "H", "H", "H", "H", "H", "H", "H", "H", "C", "C", "O", "O", "H", "H", "H", "H", "H", "H"],
  "xyz": [[-2.1934, -6.4062, -2.0320], [-1.0658, -7.0975, -1.5325], [-3.0083, -6.4087, -1.3081], [-1.8549, -5.3789, -2.1667], [-2.5944, -6.9206, -2.9054], [-0.2634, -6.8841, -2.0143], [7.1167, 3.3074, 4.2521], [6.6978, 4.5578, 4.7213], [7.1986, 3.3392, 3.1657], [8.0496, 3.0533, 4.7553], [6.3001, 2.5946, 4.3671], [5.7485, 4.4654, 4.8301], [-0.6629, -2.0662, 8.7987], [0.1014, -1.1126, 8.1346], [-0.5800, -3.0204, 8.2785], [-0.1558, -2.1586, 9.7591], [-1.6972, -1.7493, 8.9324], [-0.3872, -0.7248, 7.4049], [3.9542, -5.2453, -4.8288], [3.8788, -5.8051, -3.5473], [4.9809, -5.2842, -5.1928], [3.3244, -5.8268, -5.5021], [3.5658, -4.2277, -4.7876], [4.6736, -5.5944, -3.0517], [-4.6384, -3.5316, -7.7789], [-3.5180, -4.3378, -8.2397], [-4.3341, -2.5503, -8.1429], [-5.5801, -3.8036, -8.2557], [-4.7619, -3.3735, -6.7075], [-3.7153, -5.2457, -7.9978], [0.5289, -1.3694, -12.1904], [0.9295, -2.2680, -11.2201], [0.2390, -1.8708, -13.1138], [-0.2247, -0.6954, -11.7832], [1.3520, -0.7037, -12.4503], [0.1632, -2.6258, -10.7658], [-4.2975, -6.3582, 5.9123], [-4.3910, -6.9120, 7.2344], [-4.3364, -5.2754, 5.7933], [-3.2717, -6.5903, 5.6256], [-4.8772, -6.9166, 5.1774], [-5.3224, -7.1075, 7.3600], [2.4183, 6.6750, -2.4828], [2.5479, 7.9336, -3.1216], [2.0306, 6.8202, -1.4745], [1.7369, 6.0697, -3.0806], [3.3266, 6.0846, -2.3627], [2.9468, 8.5544, -2.5076], [6.2378, 1.2851, -8.4253], [7.1514, 1.0287, -9.4322], [6.3962, 2.2578, -7.9595], [5.2058, 1.0972, -8.7215], [6.2725, 0.5055, -7.6643], [7.9881, 1.4503, -9.2230], [8.0029, -2.7939, -0.5793], [7.6389, -4.1053, -0.1439], [7.7635, -2.0574, 0.1878], [9.0909, -2.8540, -0.6041], [7.4994, -2.5627, -1.5180], [8.1010, -4.1780, 0.6944], [0.0764, 7.5276, 6.6708], [-0.5923, 6.4374, 5.8242], [-1.4273, 6.9791, 4.6736], [-2.1758, 5.9252, 4.0617], [-2.9319, 6.3154, 2.9307], [0.5003, 5.5859, 5.3587], [0.8117, 8.0411, 6.0513], [0.6734, 6.9906, 7.4079], [-0.6538, 8.1344, 7.2061], [-1.2122, 5.8748, 6.5223], [-0.7543, 7.4078, 3.9311], [-2.1332, 7.7173, 5.0542], [-2.3220, 6.7611, 2.1449], [-3.6760, 7.0310, 3.2804], [-3.4575, 5.4373, 2.5553], [0.8222, 5.0816, 6.1723], [0.0938, 4.8556, 4.7917], [1.0069, -1.3122, 0.7363], [0.4147, 0.0761, 0.5210], [-0.3545, 0.2784, -0.8010], [0.5112, 0.1585, -1.9546], [-0.1527, -0.1302, -3.2170], [-0.5455, 0.2976, 1.6392], [1.5637, -1.4162, 1.6676], [1.6733, -1.5269, -0.0991], [0.1615, -1.9797, 0.5695], [1.1763, 0.8507, 0.6108], [-0.8700, 1.2388, -0.7965], [-1.0551, -0.5560, -0.7698], [0.5599, -0.1801, -4.0403], [-0.9341, 0.6043, -3.4120], [-0.7817, -1.0063, -3.0590], [-1.2228, -0.3807, 1.3208], [-1.0641, 1.1306, 1.3999], [-8.6969, -1.2035, 4.1232], [-8.3007, -0.0911, 3.0781], [-7.2846, -0.5977, 2.2739], [-9.5190, -0.5558, 5.1038], [-7.8477, -1.6755, 4.6173], [-9.3305, -1.9361, 3.6231], [-7.9217, 0.8189, 3.5431], [-9.2212, 0.1894, 2.5661], [-7.6872, -1.2102, 1.6540], [-9.3450, -1.0706, 5.8952]],
  "mulliken_charge": [-0.40, -0.52, 0.21, 0.18, 0.22, 0.31, -0.49, -0.49, 0.22, 0.19, 0.25, 0.31, -0.44, -0.50, 0.22, 0.19, 0.24, 0.30, -0.45, -0.50, 0.24, 0.20, 0.21, 0.30, -0.50, -0.49, 0.20, 0.26, 0.25, 0.29, -0.49, -0.50, 0.23, 0.24, 0.21, 0.31, -0.54, -0.49, 0.24, 0.22, 0.27, 0.30, -0.47, -0.50, 0.23, 0.20, 0.24, 0.30, -0.51, -0.50, 0.24, 0.23, 0.23, 0.31, -0.45, -0.49, 0.23, 0.23, 0.19, 0.29, -1.42, 0.53, -0.75, -0.29, -0.71, -0.79, 0.36, 0.35, 0.38, 0.30, 0.36, 0.36, 0.29, 0.29, 0.24, 0.24, 0.26, -1.25, 0.21, -0.70, -0.31, -0.69, -0.73, 0.32, 0.32, 0.29, 0.41, 0.34, 0.36, 0.24, 0.31, 0.29, 0.33, 0.26, -0.29, -0.42, -0.50, -0.50, 0.32, 0.22, 0.31, 0.24, 0.31, 0.31]
}

2.
{
  "formula": "C20H70N16O15",
  "method": "ωB97M-V with the def2-TZVPD basis set",
  "total_energy_ev": -76424.8874,
  "de_lowest_ev": 1.212,
  "orbital_gap_ev": 6.8,
  "lumo_ev": -0.687,
  "species": ["C", "C", "O", "H", "H", "H", "H", "H", "H", "C", "C", "O", "H", "H", "H", "H", "H", "H", "C", "C", "O", "H", "H", "H", "H", "H", "H", "C", "C", "O", "H", "H", "H", "H", "H", "H", "C", "C", "O", "H", "H", "H", "H", "H", "H", "C", "O", "N", "N", "H", "H", "H", "H", "C", "O", "N", "N", "H", "H", "H", "H", "C", "O", "N", "N", "H", "H", "H", "H", "C", "O", "N", "N", "H", "H", "H", "H", "C", "O", "N", "N", "H", "H", "H", "H", "C", "O", "N", "N", "H", "H", "H", "H", "C", "O", "N", "N", "H", "H", "H", "H", "C", "O", "N", "N", "H", "H", "H", "H", "C", "O", "H", "H", "H", "H", "C", "O", "H", "H", "H", "H"],
  "xyz": [[-2.2530, -2.3346, 3.5568], [-1.7420, -2.6466, 4.9638], [-0.6370, -1.8986, 5.3068], [-2.9040, -3.1056, 3.2478], [-1.4250, -2.2916, 2.8328], [-2.8130, -1.3946, 3.5038], [-1.4430, -3.6756, 4.9218], [-2.5570, -2.6316, 5.6468], [-0.7060, -0.9536, 5.0888], [1.3720, 5.1434, -2.0052], [0.2120, 4.2104, -2.0242], [0.3590, 3.3354, -0.9622], [1.3270, 6.0574, -2.5652], [2.3040, 4.6634, -2.1532], [1.3400, 5.5454, -0.9932], [0.0290, 3.6504, -2.9302], [-0.7530, 4.8284, -1.9912], [-0.4860, 3.1684, -0.6172], [3.0910, 1.2464, -2.2522], [1.9420, 0.9304, -3.2012], [1.8510, -0.4366, -3.4072], [4.0720, 1.0564, -2.6882], [2.8970, 0.7974, -1.2952], [3.0920, 2.2744, -2.0172], [1.8360, 1.4624, -4.1562], [1.0950, 1.2044, -2.6212], [2.2120, -0.6106, -4.2762], [4.0580, -1.7946, -1.2912], [4.9210, -2.9916, -1.1222], [6.3070, -2.5966, -0.9422], [3.0550, -1.8446, -0.8702], [3.8890, -1.6236, -2.3582], [4.5680, -0.9116, -0.8822], [4.7780, -3.7246, -1.9412], [4.5120, -3.5676, -0.2642], [6.6250, -3.3236, -0.3592], [-1.8820, -4.6846, 0.6118], [-2.3960, -3.5936, -0.3102], [-3.3070, -2.7656, 0.3768], [-1.4780, -4.3026, 1.5208], [-1.1660, -5.3646, 0.1538], [-2.6920, -5.2966, 1.1228], [-2.9490, -4.0346, -1.1152], [-1.5360, -3.0206, -0.5962], [-3.6750, -1.9596, -0.1872], [2.3520, -0.1586, 2.6588], [0.9480, -0.1596, 2.7948], [2.9200, -0.3316, 1.4758], [3.2250, -0.3656, 3.6408], [2.3190, -0.6566, 0.6958], [3.8660, -0.6286, 1.3898], [2.6560, -0.3956, 4.5248], [4.1190, 0.0534, 3.7848], [-1.7480, 1.1304, 4.2108], [-3.0600, 1.3114, 4.4048], [-1.2820, 0.9424, 3.0058], [-1.0040, 0.8894, 5.1698], [-1.9630, 0.9934, 2.1818], [-0.3630, 0.4874, 2.9048], [-1.4940, 0.9264, 6.0988], [0.0460, 1.0894, 5.1528], [-0.6890, -2.6886, -3.3892], [0.3040, -3.3826, -3.9972], [-0.5390, -1.4866, -2.9142], [-1.8860, -3.1886, -3.3282], [0.4340, -1.1856, -2.9352], [-1.2950, -1.0396, -2.3372], [-2.0100, -4.1236, -3.7722], [-2.7460, -2.6836, -3.0682], [3.3090, 3.6024, 1.3168], [2.9610, 4.8974, 0.9328], [2.7620, 2.5344, 0.8208], [4.3160, 3.3684, 2.1418], [1.9880, 2.6894, 0.1128], [3.0600, 1.6164, 1.1688], [4.8350, 4.2154, 2.4708], [4.7230, 2.4384, 2.3518], [-3.8780, -0.8396, -1.9242], [-2.7940, -0.0606, -1.9642], [-4.6510, -0.8596, -0.8752], [-4.1910, -1.6686, -2.8532], [-4.3420, -0.2466, -0.1022], [-5.4620, -1.5066, -0.7242], [-3.8580, -1.5006, -3.7212], [-4.9390, -2.3896, -2.8382], [-1.3130, 1.8234, -4.9072], [-1.9760, 2.3474, -3.7882], [-0.6770, 0.6894, -4.8512], [-1.3140, 2.4624, -6.0012], [-0.6910, 0.1414, -3.9362], [-0.1800, 0.3524, -5.6772], [-1.7580, 3.4034, -6.0292], [-1.2480, 2.0054, -6.9022], [-3.9390, 0.9904, 1.6278], [-4.7150, 1.9544, 2.1328], [-2.9730, 1.2474, 0.8148], [-4.0770, -0.3036, 1.7708], [-2.8800, 2.2634, 0.5428], [-2.3170, 0.6364, 0.3358], [-4.7950, -0.4796, 2.4878], [-3.4840, -1.1146, 1.5968], [-0.2470, 4.0344, 2.3338], [-1.4880, 4.1764, 2.9288], [0.3300, 2.8724, 2.2418], [0.4130, 5.0824, 1.8528], [-0.2720, 2.0394, 2.4198], [1.2080, 2.6624, 1.7338], [0.0180, 6.0764, 2.0328], [1.3390, 4.9704, 1.2928], [-0.1290, 0.2254, -0.4192], [-0.8770, -0.7696, 0.3378], [-0.6430, 0.7284, -1.2012], [0.7580, -0.3186, -0.7622], [0.4190, 0.9054, 0.2018], [-0.2960, -1.5386, 0.5938], [1.3730, -3.7916, -0.0192], [0.8840, -2.8096, 0.9438], [1.0600, -4.7556, 0.3798], [2.4590, -3.6576, -0.1552], [0.8640, -3.5456, -0.8802], [1.2680, -2.8386, 1.8028]],
  "mulliken_charge": [-0.41, -1.00, -0.61, 0.67, -0.34, 0.38, 0.44, 0.29, 0.44, -1.00, 0.11, 0.12, 0.40, 0.26, 0.14, -0.14, 0.33, -0.25, -0.51, 0.53, -0.51, 0.51, -0.32, 0.10, 0.58, -0.60, 0.29, 0.11, -0.70, -0.54, -0.34, 0.20, 0.21, 0.34, 0.33, 0.34, -1.62, 1.28, -0.74, 0.24, 0.37, 0.35, 0.32, -0.90, 0.19, 0.09, -0.23, 0.03, -0.37, -0.58, 0.17, 0.35, 0.22, -0.03, -0.78, 0.91, -0.26, -0.21, 0.43, 0.32, 0.24, 0.29, -0.84, 0.61, -0.07, -0.32, -0.72, 0.25, 0.16, 0.92, -0.77, 0.45, -0.35, -0.50, -0.13, 0.31, 0.14, 0.06, -0.49, -0.46, -0.51, 0.12, 0.29, 0.39, 0.20, 0.53, -0.64, -0.13, -0.40, 0.11, 0.26, 0.32, 0.19, 0.27, -0.77, 0.04, -0.04, -0.03, -0.63, 0.25, -0.03, 0.60, -0.77, 0.30, -0.22, -0.41, -0.30, 0.25, 0.13, -0.22, 3.70, 0.73, -0.57, 0.43, -1.40, -0.12, -0.44, 0.37, -0.40, 0.19, 0.20]
}

3.
{
  "formula": "C20H9Cl44F2NO4S",
  "method": "ωB97M-V with the def2-TZVPD basis set",
  "total_energy_ev": -597811.2624,
  "de_lowest_ev": 6.130,
  "orbital_gap_ev": 8.7,
  "smiles": "O=C(ON(CCF)S(=O)(=O)F)c1ccccc1.ClC(Cl)(Cl)Cl.ClC(Cl)(Cl)Cl.ClC(Cl)(Cl)Cl.ClC(Cl)(Cl)Cl.ClC(Cl)(Cl)Cl.ClC(Cl)(Cl)Cl.ClC(Cl)(Cl)Cl.ClC(Cl)(Cl)Cl.ClC(Cl)(Cl)Cl.ClC(Cl)(Cl)Cl.ClC(Cl)(Cl)Cl",
  "lumo_ev": -1.015,
  "species": ["O", "C", "O", "N", "C", "C", "F", "S", "O", "O", "F", "C", "C", "C", "C", "C", "C", "H", "H", "H", "H", "H", "H", "H", "H", "H", "Cl", "C", "Cl", "Cl", "Cl", "Cl", "C", "Cl", "Cl", "Cl", "Cl", "C", "Cl", "Cl", "Cl", "Cl", "C", "Cl", "Cl", "Cl", "Cl", "C", "Cl", "Cl", "Cl", "Cl", "C", "Cl", "Cl", "Cl", "Cl", "C", "Cl", "Cl", "Cl", "Cl", "C", "Cl", "Cl", "Cl", "Cl", "C", "Cl", "Cl", "Cl", "Cl", "C", "Cl", "Cl", "Cl", "Cl", "C", "Cl", "Cl", "Cl"],
  "xyz": [[0.6773, -2.9396, 1.6280], [0.9223, -2.9557, 0.3962], [-0.0778, -3.4125, -0.5468], [-1.1291, -2.5406, -0.3577], [-1.2741, -1.5844, -1.4917], [-1.5435, -0.0888, -0.9172], [-1.8352, -0.1704, 0.4873], [-2.5714, -3.4107, -0.0080], [-2.3183, -4.8495, -0.3871], [-3.8046, -2.8819, -0.6636], [-2.8121, -3.2358, 1.6583], [2.3158, -2.4256, -0.1308], [3.2195, -1.5716, 0.7989], [4.5559, -1.0575, 0.2171], [5.0537, -1.3385, -1.2397], [4.1077, -2.2244, -2.1180], [2.7602, -2.7702, -1.5796], [-2.0944, -1.8342, -2.2406], [-0.3008, -1.4929, -2.1082], [-2.3538, 0.4645, -1.5157], [-0.5718, 0.5084, -1.0388], [2.9509, -1.3185, 1.8730], [5.2304, -0.4461, 0.9000], [6.0493, -0.9254, -1.6302], [4.3962, -2.4791, -3.1948], [2.1236, -3.4253, -2.2786], [-2.5936, -4.9905, -3.8107], [-3.4465, -6.5142, -3.4753], [-4.3516, -7.0152, -4.9203], [-2.2662, -7.7719, -3.0504], [-4.5723, -6.2774, -2.1236], [-1.4971, 3.1004, 1.5433], [-1.8465, 2.5125, 3.1838], [-1.1226, 3.6152, 4.3739], [-3.6054, 2.4493, 3.4275], [-1.1621, 0.8867, 3.3867], [-2.9001, -1.0401, -4.4918], [-1.7750, -0.0289, -5.4247], [-2.5734, 1.4953, -5.8613], [-0.3356, 0.3180, -4.4403], [-1.2892, -0.8884, -6.9011], [-0.3378, 5.8192, 6.6092], [1.3881, 6.1268, 6.3249], [1.5753, 7.1966, 4.9185], [2.0950, 6.9030, 7.7582], [2.2194, 4.5880, 6.0137], [3.1808, -3.8113, 2.7197], [2.9634, -5.0625, 3.9617], [1.4387, -4.7783, 4.8275], [2.9167, -6.6614, 3.1887], [4.3181, -4.9995, 5.1110], [-6.9068, -0.9494, -0.6005], [-6.0119, 0.2920, -1.5015], [-5.0801, -0.4781, -2.8063], [-7.1563, 1.4575, -2.2009], [-4.9032, 1.1381, -0.4006], [-0.2952, 7.7568, -1.4460], [-0.5257, 6.5213, -0.1903], [-2.0677, 6.8049, 0.6442], [-0.5460, 4.9117, -0.9423], [0.8062, 6.6084, 0.9835], [4.9288, 7.6343, -3.2973], [3.3634, 8.3770, -2.9038], [2.1501, 7.8675, -4.0984], [2.8528, 7.8604, -1.2827], [3.5219, 10.1460, -2.9390], [-3.0638, 4.9435, -7.3965], [-1.3353, 5.2495, -7.6721], [-1.1415, 6.3501, -9.0528], [-0.6262, 5.9890, -6.2204], [-0.5106, 3.7146, -8.0174], [-0.6718, 1.9042, 7.9149], [-1.4181, 2.9951, 9.1016], [-0.1947, 4.1295, 9.7150], [-2.7348, 3.9029, 8.3251], [-2.0722, 2.0439, 10.4519], [5.3671, -9.9316, 3.0461], [4.3085, -10.3873, 1.6944], [4.8849, -9.6122, 0.2034], [4.3321, -12.1521, 1.4921], [2.6492, -9.8526, 2.0361]],
  "mulliken_charge": [-0.54, 0.60, -0.27, 0.30, -0.07, -0.08, -0.27, 1.06, -0.52, -0.44, -0.28, 0.55, -0.49, -0.51, -0.42, -0.50, -0.29, -0.15, 0.24, 0.14, 0.23, 0.56, 0.31, 0.34, 0.31, 0.35, -0.05, 0.29, -0.11, -0.10, -0.08, 0.07, 0.06, 0.07, -0.12, -0.06, -0.03, 0.24, -0.04, -0.11, -0.10, -0.05, 0.29, -0.08, -0.10, -0.09, 0.00, 0.24, -0.10, -0.03, -0.11, -0.09, 0.20, 0.01, -0.11, -0.03, -0.07, 0.28, -0.09, -0.07, -0.08, -0.10, 0.24, -0.04, -0.01, -0.09, -0.09, 0.30, -0.10, -0.04, -0.07, -0.05, 0.31, -0.07, -0.09, -0.10, -0.09, 0.36, -0.10, -0.10, -0.09]
}

Strongest force on any atom (eV/A)
2.15, 12.01, 5.42